ORCA calculation (ωB97M-V/def2-TZVPD) on a molecular structure, C13H24AlF12N2O17S7 in a non-equilibrium geometry.

XYZ file:
```
76
Properties=species:S:1:pos:R:3:forces:R:3:lowdin_charge:R:1
Al 1.18887 -0.57128 -0.80055 -1.5 1.1 -0.3 1.32
C 4.72614 -1.51042 -3.92919 1.7 -2.1 -0.7 -0.56
F 5.12072 -0.88303 -2.82234 -1.0 -0.7 -0.4 0.16
F 5.56107 -1.14754 -4.90221 -1.3 0.4 0.2 0.17
F 4.89382 -2.87607 -3.84275 -0.6 1.9 0.7 0.10
S 2.84727 -1.13010 -4.34354 0.6 5.6 4.0 0.66
O 2.67070 0.23025 -3.78253 0.5 -2.5 -0.1 -0.33
O 2.58217 -1.23611 -5.70627 -0.3 -1.4 -1.7 -0.20
N 1.97652 -2.10194 -3.16498 1.8 -0.7 -2.2 -0.26
S 1.70789 -3.46365 -4.03251 -1.5 -4.5 -2.4 0.68
O 0.33490 -3.48345 -4.59193 2.2 0.5 1.3 -0.23
O 2.74283 -3.95595 -5.01432 -2.1 2.1 2.9 -0.21
C 1.71691 -4.87007 -2.68834 1.6 -0.2 -0.4 -0.61
F 2.92257 -4.91347 -2.07205 -0.8 0.3 -0.7 0.13
F 0.81806 -4.56526 -1.77455 -0.5 -0.3 -0.1 0.15
F 1.52605 -6.06669 -3.27828 -0.3 1.7 0.7 0.16
C -1.38682 -0.61302 -5.24256 -0.4 -2.3 -0.6 -0.64
F -1.87181 0.12605 -6.16789 -2.1 1.6 -0.1 0.24
F -2.01083 -1.81407 -5.22972 0.5 1.5 0.8 0.15
F -0.16219 -0.76045 -5.59251 2.2 -0.7 1.0 0.19
S -1.39064 0.39401 -3.48403 2.8 3.9 -1.2 0.73
O -0.06221 1.08329 -3.50008 -2.3 -2.6 0.7 -0.31
O -2.48473 1.33336 -3.67461 0.5 -1.9 1.0 -0.25
N -1.38222 -0.73261 -2.15751 0.7 2.0 -2.7 -0.24
S -2.89238 -1.19501 -2.04249 -3.5 -3.4 1.4 0.55
O -3.52867 -0.77982 -0.83259 0.7 0.8 0.7 -0.21
O -3.77824 -1.18517 -3.17378 1.3 0.6 -0.5 -0.20
C -2.59734 -3.00867 -1.75360 0.6 -0.7 -0.1 -0.61
F -1.66670 -3.15398 -0.79997 0.4 0.1 -0.3 0.11
F -3.70975 -3.53944 -1.24156 0.4 0.0 -1.2 0.16
F -2.13896 -3.63178 -2.89699 -1.1 0.8 1.8 0.11
O 2.26923 3.27839 2.23143 1.1 -3.5 -0.1 -0.30
S 2.43654 1.83347 2.55712 -1.3 2.2 2.7 0.73
O 2.01590 0.76417 1.66871 0.8 0.3 -0.5 -0.39
O 3.97123 1.47124 3.17830 -4.8 -0.4 -0.1 -0.25
C 4.84891 2.53336 3.17708 4.7 -0.4 -1.3 -0.30
C 5.65872 2.17105 1.87842 0.4 2.7 0.1 -0.06
C 1.43321 1.63376 4.11274 1.8 0.5 -0.4 -0.07
H 5.63320 2.38437 3.91923 -0.7 -0.4 0.9 0.12
H 4.50588 3.55369 3.34841 -0.6 -0.3 -0.7 0.13
H 5.01928 2.55377 1.08297 0.1 -0.9 -0.7 0.07
H 6.06772 1.16134 1.84228 -1.1 -0.2 0.1 0.09
H 6.58430 2.73578 1.76673 0.0 0.6 0.2 0.07
H 1.90868 2.28790 4.84358 0.2 0.2 -0.2 0.07
H 1.62178 0.62948 4.49218 -0.8 -0.1 -0.3 0.07
H 0.43713 2.05173 3.96707 0.0 -0.8 -0.4 0.05
O -0.59317 4.22001 -0.63183 -0.2 0.2 0.2 -0.25
S -1.11543 3.05934 0.00159 -2.0 0.4 1.2 0.70
O -0.47881 1.80461 -0.28148 0.2 -0.5 0.4 -0.38
O -1.15922 3.33612 1.72008 -0.2 -3.2 -3.0 -0.29
C -1.11562 4.68977 2.05809 1.2 1.3 -0.9 -0.34
C -1.39287 4.83397 3.51867 -1.2 -0.4 -0.4 -0.04
C -3.00554 2.85985 -0.31918 1.7 -0.9 -0.1 -0.03
H -1.79351 5.20430 1.37706 -0.1 0.5 0.4 0.12
H -0.09479 4.99724 1.83122 0.0 0.5 0.0 0.11
H -1.13766 3.87718 3.97422 0.6 0.4 0.5 0.07
H -2.47719 4.87313 3.62272 -0.1 0.4 0.4 0.08
H -0.90766 5.73489 3.89416 -0.1 -0.4 0.4 0.10
H -3.20162 1.83325 -0.62859 0.5 -0.4 0.6 0.03
H -3.29641 3.35647 -1.24485 0.1 1.0 0.6 0.07
H -3.48577 3.03895 0.64279 -0.2 0.5 -0.5 0.06
O -0.67825 -0.95450 3.80880 -1.6 0.6 -2.4 -0.28
S -1.48843 -0.75965 2.59410 0.1 -1.5 0.3 0.70
O -0.84841 -0.31610 1.33167 -0.7 -1.1 1.9 -0.39
O -2.27150 -2.16250 2.21244 1.8 1.6 -0.5 -0.29
C -2.96435 -2.93123 3.18764 -1.3 -1.2 0.4 -0.25
C -3.48271 -4.19571 2.44632 0.5 0.3 0.0 -0.04
C -2.95720 0.27835 2.79919 0.6 0.0 -0.8 -0.08
H -3.84876 -2.37680 3.50155 0.1 0.2 0.3 0.11
H -2.35112 -3.17282 4.05579 0.2 0.1 -0.2 0.12
H -3.80533 -5.05588 3.03295 0.1 0.4 0.7 0.08
H -2.65410 -4.58550 1.85507 -0.2 0.1 -0.4 0.08
H -4.35922 -3.93675 1.85236 0.3 0.1 -0.4 0.08
H -2.59102 1.30445 2.83272 -0.1 0.0 0.3 0.06
H -3.66490 -0.00333 3.57888 0.6 -0.1 0.3 0.08
H -3.46426 0.12746 1.84619 0.1 0.1 -0.1 0.06
```
Forces are in eV/Å.

Results
HOMO: -13.32 eV
relative energy (zero: lowest compared OMol25 entry of this formula, charge and spin): 0.0000 eV
gap between HOMO and LUMO: 3.1781 eV
largest force on an atom: 0.1349 hartree/bohr
total charge: +1

=====

ORCA calculation (ωB97M-V/def2-TZVPD) on 2 unconnected molecules or ions with the total composition C11H8N2O in a non-equilibrium geometry.

XYZ file:
```
22
Properties=species:S:1:pos:R:3:forces:R:3:mulliken_spin:R:1
C 1.00561 -1.79083 -0.26356 0.9 -0.2 1.2 0.03
C 2.16779 -1.73432 0.53454 -0.5 -6.1 -2.1 0.03
C 0.39610 -0.50500 -0.06237 -0.2 -0.4 -0.8 0.05
C 1.22700 0.25025 0.77118 -1.0 1.9 -0.3 0.15
C 0.84007 1.61358 1.14818 2.8 -1.0 2.2 0.03
C -0.34437 2.12802 0.83654 -3.0 -1.0 -2.3 0.07
C -1.21110 1.31329 0.00457 1.2 0.3 1.0 0.07
C -1.77274 -1.88823 1.06043 -0.3 -0.3 0.9 0.01
C -3.06637 0.48279 -0.98470 0.2 -0.1 -1.4 -0.05
C -1.93308 -0.53367 -1.16620 -1.5 -1.6 -0.5 0.71
C -0.82678 0.02969 -0.43246 0.4 0.3 -0.6 0.19
N -2.46934 1.63690 -0.28224 -1.2 0.0 -1.0 0.60
N 2.29558 -0.57026 1.05529 -1.0 5.3 1.6 0.01
O -1.78299 -1.22485 1.97506 -0.1 -0.3 -0.1 0.02
H 0.55307 -2.67143 -0.73872 0.5 0.6 0.2 0.00
H 2.85458 -2.60777 0.84398 -1.1 1.7 -0.8 0.00
H 1.28736 2.28200 1.91638 0.9 -1.1 -0.6 0.01
H -0.72983 3.08131 1.18776 0.3 -0.2 0.0 0.00
H -3.51258 0.71698 -2.01322 0.4 0.2 1.3 0.06
H -3.89816 0.14406 -0.36440 -0.2 -0.3 0.0 0.06
H -2.09794 -1.62153 -1.57785 0.6 2.5 0.9 -0.01
H 2.89260 -0.13752 1.68446 2.0 -0.3 1.2 0.00
```
Forces are in eV/Å.

Results
HOMO (spin up / spin down): -6.00 / -8.35 eV
spin multiplicity: 3
relative energy (zero: lowest compared OMol25 entry of this formula, charge and spin): 0.0000 eV
gap between HOMO and LUMO (spin up / spin down): 6.7800 / 6.5804 eV
largest force on an atom: 0.1251 hartree/bohr

=====

ORCA calculation (ωB97M-V/def2-TZVPD) on 3 unconnected molecules or ions with the total composition CH7O3 in a non-equilibrium geometry.

XYZ file:
```
11
Properties=species:S:1:pos:R:3:forces:R:3:nbo_charge:R:1
C -0.36269 1.47885 -0.83981 2.6 -1.6 2.3 -0.25
O -0.30620 0.38573 0.15109 -1.1 2.3 -2.4 -0.96
H 0.06204 2.39488 -0.39298 -0.2 0.1 0.1 0.13
H 0.31961 1.30842 -1.70177 -0.4 -0.3 0.1 0.12
H -1.32537 1.71442 -1.20292 -1.5 0.0 -0.4 0.13
H 0.99326 0.24637 0.87272 -1.3 0.3 -1.0 0.50
H 1.72008 -0.72201 1.84849 0.5 2.1 -1.6 0.43
O 1.89470 0.07278 1.22480 1.4 -2.5 2.7 -1.02
H -0.55142 -2.16778 -0.70326 5.2 -2.5 -1.1 0.43
H -1.08094 -0.83038 -0.43482 0.3 0.0 0.8 0.50
O -1.33365 -1.81063 -0.53172 -5.4 2.1 0.6 -1.03
```
Forces are in eV/Å.

Results
HOMO: -3.69 eV
relative energy (zero: lowest compared OMol25 entry of this formula, charge and spin): 0.7213 eV
gap between HOMO and LUMO: 8.2523 eV
largest force on an atom: 0.1143 hartree/bohr
total charge: -1

=====

ORCA calculation (ωB97M-V/def2-TZVPD) on a gas-phase ion, C8H16NS (charge +1) in a non-equilibrium geometry.

XYZ file:
```
26
Properties=species:S:1:pos:R:3:forces:R:3:nbo_charge:R:1
C -2.74175 -0.35709 -0.57625 0.8 0.6 -2.2 -0.33
C -2.44744 -1.63638 -0.38257 -0.7 -2.2 1.5 -0.28
C -1.82984 0.81738 -0.26882 2.4 -3.3 -1.1 0.03
C -0.20297 -0.48882 0.76623 -2.6 0.8 0.1 -0.47
C -2.32569 1.89342 0.51322 0.9 2.4 4.8 -0.72
C 1.99940 0.60161 0.61985 2.5 -0.4 1.5 -0.65
C 0.93867 -0.19854 -1.45279 -2.1 0.7 -0.6 -0.67
C 1.09319 -0.43001 0.05044 1.1 -0.7 -0.7 0.11
N 1.87432 -1.84837 0.16879 0.0 -0.4 0.0 -0.77
S -0.99724 -2.08060 0.65122 -1.1 0.6 -0.5 0.21
H -3.49667 -0.19542 -1.38812 0.2 0.2 1.2 0.27
H -3.15479 -2.57600 -0.54979 1.7 2.3 -0.1 0.27
H -1.04419 1.12511 -0.98465 -1.1 -0.4 -0.1 0.21
H -0.21302 -0.05604 1.78575 0.2 -0.4 -0.6 0.24
H -1.43894 2.56811 0.92135 -1.7 -1.0 -1.4 0.23
H -2.64284 1.45658 1.51070 -0.4 0.5 -1.1 0.24
H -3.13929 2.55000 0.12237 0.6 -0.7 0.0 0.28
H 2.95388 0.47301 0.04887 -0.4 0.7 0.6 0.22
H 2.23871 0.56289 1.74806 -0.5 -0.4 -1.7 0.24
H 1.61614 1.59175 0.47674 -0.3 0.5 -0.4 0.25
H 0.89730 0.91911 -1.55111 0.2 -1.0 -0.3 0.24
H 1.62263 -0.59140 -2.24992 -0.3 0.1 1.2 0.25
H -0.12884 -0.53298 -1.61684 1.3 0.0 -0.7 0.24
H 2.16961 -1.97104 1.17735 -1.1 -0.5 -1.2 0.44
H 2.81483 -1.79376 -0.29697 -1.3 -0.1 -0.1 0.44
H 1.21091 -2.64877 -0.27340 1.8 2.0 1.6 0.48
```
Forces are in eV/Å.

Results
HOMO: -12.08 eV
relative energy (zero: lowest compared OMol25 entry of this formula, charge and spin): 3.7153 eV
gap between HOMO and LUMO: 8.5795 eV
largest force on an atom: 0.1060 hartree/bohr
total charge: +1

=====

ORCA calculation (ωB97M-V/def2-TZVPD) on a molecular structure, C6H9N2OS in a non-equilibrium geometry.

XYZ file:
```
19
Properties=species:S:1:pos:R:3:forces:R:3:nbo_charge:R:1
C 2.15639 0.07639 0.78558 0.1 -0.5 0.6 -0.05
C -1.66643 0.77712 -1.22789 0.1 0.0 0.0 -0.40
C -1.35262 -0.63138 -0.69338 -0.2 -0.1 0.0 -0.47
C -0.54238 1.62992 -0.63647 -0.8 0.9 -0.2 -0.24
C 1.23969 -1.03353 1.24007 0.5 -0.4 1.2 0.23
C 0.13401 -0.59684 -0.56679 -0.7 0.3 -1.1 0.07
N 1.72541 0.98492 -0.03646 0.3 1.1 -0.5 -0.23
N 0.53291 0.66974 -0.50542 0.5 -1.4 0.5 -0.04
O 0.44174 -0.79909 2.25521 0.0 0.4 -0.1 -0.61
S 3.49009 -0.29697 1.65177 -0.3 0.1 -0.3 0.24
H -1.60438 0.78029 -2.31577 0.0 0.0 0.0 0.23
H -2.65631 1.11838 -0.93622 0.1 0.1 0.0 0.25
H -1.80023 -0.76395 0.29643 0.0 -0.1 0.0 0.24
H -1.71437 -1.43185 -1.33288 0.0 0.0 0.0 0.26
H -0.21639 2.45653 -1.27063 0.0 -0.1 0.1 0.26
H -0.79043 2.03352 0.35188 0.1 -0.1 0.0 0.24
H 1.59175 -2.04958 1.07820 -0.3 0.0 -0.1 0.23
H 0.75620 -1.37290 -0.98314 0.4 0.0 0.2 0.26
H 0.27533 -1.55074 2.84591 0.1 -0.1 -0.2 0.53
```
Forces are in eV/Å.

Results
HOMO (spin up / spin down): -13.14 / -13.14 eV
relative energy (zero: lowest compared OMol25 entry of this formula, charge and spin): 2.3395 eV
gap between HOMO and LUMO (spin up / spin down): 7.0622 / 7.0616 eV
largest force on an atom: 0.0309 hartree/bohr
total charge: +1

=====

ORCA calculation (ωB97M-V/def2-TZVPD) on a molecular structure, C27H35BrO7P2Zn in a non-equilibrium geometry.

XYZ file:
```
73
Properties=species:S:1:pos:R:3:forces:R:3:lowdin_charge:R:1
C -3.39695 3.25133 -2.42853 0.2 0.5 0.1 -0.09
C -3.31565 4.17492 -1.21950 -0.1 -0.6 0.3 -0.21
C -2.10205 3.89030 -0.34060 -0.3 0.6 -0.7 -0.23
O -2.48223 3.99701 1.01514 0.0 -0.3 0.2 -0.14
C -1.54841 3.44611 1.88926 0.2 0.2 0.0 -0.16
C -1.48718 1.93271 1.79122 0.3 0.4 0.3 -0.14
C -2.52900 1.09284 1.80193 -0.5 0.3 -0.1 -0.49
Br -4.29526 1.63366 2.02220 0.3 -0.2 0.1 1.02
C -2.30740 -0.37533 1.63894 0.4 0.0 -0.3 -0.33
O -3.00113 -1.18657 2.16404 -0.6 -0.6 0.2 0.17
C -1.13676 -0.73612 0.77337 0.0 -0.4 -0.5 0.02
C -1.06201 -1.88752 -0.03658 0.5 0.2 0.0 -0.01
C -2.16429 -2.92681 -0.08436 -0.2 0.8 0.2 0.02
C -1.91177 -4.04503 0.90500 0.0 -0.4 0.2 -0.41
O -1.13011 -4.88847 0.64851 0.8 -0.9 -0.3 0.21
O -2.63704 -4.09689 2.07227 -0.5 0.6 -0.7 0.10
C -1.96240 -3.68817 3.18320 -0.6 0.4 1.2 -0.53
C -2.84460 -3.49100 4.36443 0.1 -0.4 -0.1 -0.10
O -0.79296 -3.48712 3.20670 1.2 0.3 -0.7 0.14
C 0.09633 -2.06180 -0.84195 0.0 -0.2 0.5 -0.12
C 0.21793 -3.27012 -1.72348 -0.6 -0.3 -0.6 -0.09
C -0.44466 -3.07647 -3.10239 -0.2 1.5 1.4 -0.33
C -0.58558 -1.67117 -3.61769 1.9 -1.9 -2.3 0.03
O 0.39404 -2.74477 -4.10835 0.3 -0.3 -0.7 -0.06
C 1.15663 -1.12166 -0.80615 0.3 -0.8 0.1 -0.28
P 2.56521 -1.46460 -1.91538 -0.4 0.1 -0.6 1.06
C 3.84139 -2.47933 -1.13485 0.0 -0.1 0.0 -0.22
C 3.27046 -0.05852 -2.83197 0.2 0.1 0.3 -0.24
C 1.05297 -0.04224 0.04468 0.3 0.6 0.4 -0.26
P 2.31510 1.19715 0.33373 -0.1 -1.7 -1.3 1.31
C 2.18128 2.64274 -0.72435 -0.6 1.0 1.3 -0.29
C 2.80641 3.87551 -0.03121 0.1 -0.2 0.0 -0.09
C 3.99642 0.61023 0.57685 0.3 0.8 1.4 -0.30
C 4.51001 1.16639 1.96302 -0.7 0.3 -0.2 -0.07
C -0.08159 0.14912 0.79427 -0.5 0.1 0.2 -0.11
C -0.16148 1.33269 1.65506 -2.2 -0.9 -0.3 -0.29
O 0.83180 1.78091 2.19667 2.6 1.0 -1.0 0.13
H -2.62495 3.49159 -3.15577 0.1 -0.1 -0.1 0.08
H -4.35256 3.38018 -2.92071 -0.2 -0.1 -0.1 0.08
H -3.28807 2.21715 -2.11544 -0.1 -0.2 0.0 0.06
H -4.18477 3.98755 -0.59356 -0.2 0.1 0.1 0.11
H -3.34060 5.21678 -1.51041 0.0 0.2 -0.1 0.12
H -1.32765 4.62692 -0.57620 0.3 0.0 0.2 0.13
H -1.71686 2.89371 -0.58899 0.0 -0.2 0.2 0.11
H -1.78798 3.74741 2.90432 -0.2 0.1 0.1 0.15
H -0.55360 3.83218 1.65495 0.2 0.1 0.1 0.13
H -2.15159 -3.38045 -1.06367 -0.1 -0.2 -0.2 0.12
H -3.13497 -2.47009 0.05420 -0.2 0.1 0.2 0.14
H -2.29487 -2.95120 5.12120 0.2 0.0 0.2 0.10
H -3.14474 -4.49807 4.77087 0.9 1.3 -0.6 -0.20
H -3.73857 -2.93441 4.11465 -0.3 -0.1 -0.1 0.07
H -0.25266 -4.14196 -1.28896 0.2 -0.1 0.5 0.11
H 1.24949 -3.53084 -1.93790 0.1 -0.1 0.1 0.10
H -1.27102 -3.72805 -3.33064 -0.2 -0.4 -0.1 0.15
H -1.14826 -1.57294 -4.53064 -1.0 0.8 0.4 0.11
H 0.16899 -0.93157 -3.42075 -0.7 0.9 1.0 0.08
H 4.72763 -1.91167 -0.86341 0.1 0.1 0.2 0.05
H 4.15298 -3.24322 -1.84182 0.1 0.0 -0.2 0.06
H 3.42482 -3.00528 -0.28316 0.0 0.0 0.3 0.07
H 4.06492 -0.48530 -3.43931 0.1 -0.2 -0.1 0.07
H 3.72562 0.73280 -2.25104 0.2 0.2 0.0 0.00
H 2.55052 0.34287 -3.53433 -0.3 0.1 0.0 0.06
H 2.56736 2.47212 -1.72861 0.3 -0.5 0.0 0.10
H 1.11402 2.83642 -0.82931 -0.2 -0.2 -0.1 0.09
H 2.62920 3.84051 1.03870 0.1 0.0 0.2 0.07
H 3.87202 3.92930 -0.21672 0.2 0.1 0.0 0.09
H 2.33024 4.78277 -0.37610 0.0 0.2 -0.3 0.09
H 4.63684 1.05138 -0.18252 -0.1 -0.1 -0.5 0.10
H 4.07243 -0.46518 0.61386 -0.3 -0.3 -0.3 0.07
H 4.56736 0.36764 2.68719 0.2 -0.2 0.1 0.09
H 5.44912 1.68702 1.84586 0.3 -0.1 0.0 0.09
H 3.79776 1.88046 2.37245 0.1 0.2 0.2 0.06
Zn -4.64310 -5.44047 5.30854 -1.4 -1.1 0.6 0.49
```
Forces are in eV/Å.

Results
HOMO: -11.34 eV
relative energy (zero: lowest compared OMol25 entry of this formula, charge and spin): 0.0000 eV
gap between HOMO and LUMO: 1.3944 eV
largest force on an atom: 0.0685 hartree/bohr
total charge: +2

=====

> Number 6 is which compound?

C27H35BrO7P2Zn

=====

> Which of these has the highest relative energy (zero: lowest compared OMol25 entry of this formula, charge and spin)?

C8H16NS

=====

> Number 6 is which compound?

C27H35BrO7P2Zn

=====

> Which of these has the highest largest force on an atom?

C13H24AlF12N2O17S7